Entry 1:
144
Properties=species:S:1:pos:R:3:forces:R:3 method="wB97M-V/def2-TZVPD" relative_energy_kj_mol=515.04 e_lumo_ha=0.0023 smiles=CCCC#N.CCCC#N.CCCC#N.CCCC#N.CCCC#N.CCCC#N.CCCC#N.CCCC#N.CCCC#N.CCCC#N.CCCC#N.CCCC#N
C -6.162168 -2.543265 -0.409013 0.445 0.774 0.930
C -5.855318 -1.045095 -0.584533 -0.030 -0.105 -0.903
C -4.490648 -0.684575 -1.110453 1.363 -0.370 -0.554
C -4.142798 -1.380695 -2.362173 0.497 -0.051 -0.700
N -3.813068 -1.876855 -3.353113 -0.399 0.304 0.842
H -7.033578 -2.493305 0.243857 -0.119 -0.786 -0.063
H -5.339338 -3.039755 0.105327 -0.119 -0.097 0.158
H -6.374778 -3.098515 -1.322573 -0.046 0.365 -0.071
H -5.924378 -0.461055 0.333197 -0.622 -0.286 0.129
H -6.580568 -0.723525 -1.331993 -0.190 0.618 0.279
H -3.685138 -0.895135 -0.406953 -0.056 -0.631 0.299
H -4.286398 0.375985 -1.257443 -0.640 0.258 -0.315
C 0.521372 5.435755 0.781547 1.001 1.191 -0.318
C 1.312292 5.693135 -0.504493 -0.851 -1.926 -2.096
C 0.620672 5.001265 -1.724923 1.086 -1.377 -0.243
C 0.979792 3.532145 -1.794093 -1.697 4.134 0.569
N 1.262462 2.444365 -1.836923 0.883 -3.094 -0.219
H 1.255132 5.819755 1.490237 -0.883 0.335 0.884
H 0.236532 4.440575 1.122997 0.449 -0.342 -0.739
H -0.395928 6.012525 0.663237 0.047 0.261 0.687
H 2.320542 5.279165 -0.516593 0.103 0.176 0.458
H 1.375212 6.724275 -0.852173 -0.061 0.274 0.903
H 1.027532 5.344885 -2.675973 -0.098 0.498 0.001
H -0.458358 5.154555 -1.742293 0.012 -0.205 0.058
C 4.582432 -4.815105 1.571967 0.306 -0.836 -0.880
C 5.516642 -5.163745 0.322927 -1.071 2.029 1.675
C 5.074652 -4.547445 -1.022773 0.193 -0.608 0.379
C 4.751442 -3.100185 -1.091873 0.604 -1.686 0.338
N 4.498912 -1.986785 -1.127473 -0.129 0.691 -0.043
H 3.593912 -5.274235 1.583947 0.041 -0.322 -0.279
H 4.380092 -3.746585 1.645567 0.364 0.118 -0.211
H 5.091222 -5.125845 2.484477 -0.021 0.024 -0.005
H 5.726612 -6.211965 0.110207 -0.251 -0.013 0.468
H 6.431272 -4.669195 0.649997 0.406 -0.261 -0.436
H 4.219892 -5.132755 -1.361723 -0.124 0.250 -0.272
H 5.935212 -4.825745 -1.631103 -0.276 0.590 -0.730
C -0.256278 -4.523655 -2.796873 1.397 -1.760 -0.187
C 0.577902 -5.403475 -3.809893 -0.894 0.669 0.768
C -0.018548 -5.286535 -5.242403 4.051 1.057 0.725
C -1.241028 -5.885535 -5.393773 -4.862 -1.695 0.288
N -2.293608 -6.372965 -5.411363 1.332 0.454 -0.168
H 0.121442 -4.822555 -1.819073 -0.062 0.174 0.269
H -1.286328 -4.878445 -2.831763 -0.184 0.758 -0.126
H -0.038558 -3.459805 -2.891343 -0.597 -0.036 -0.326
H 0.594412 -6.431985 -3.449343 -0.362 -0.142 -0.196
H 1.625972 -5.110035 -3.750493 -0.002 0.312 -0.513
H 0.633982 -5.800645 -5.948093 0.382 0.289 -0.163
H -0.029958 -4.219275 -5.463593 -0.205 -0.027 -0.387
C -1.321668 -0.991495 3.353897 -1.205 -0.308 0.255
C -1.193778 -0.248335 4.674327 0.701 0.504 0.426
C -2.494618 0.373675 5.337667 0.386 -1.565 -0.727
C -2.299888 0.966405 6.660387 -0.042 -0.546 -1.941
N -2.182148 1.385585 7.707787 0.175 0.676 1.578
H -1.598198 -2.029265 3.540067 -0.343 -0.001 -0.106
H -0.397918 -1.056315 2.778927 0.014 0.498 0.096
H -2.130948 -0.522335 2.794377 0.157 -0.233 -0.567
H -0.422308 0.504385 4.511997 -0.190 0.397 0.392
H -0.742978 -0.976835 5.348247 -0.115 0.345 0.539
H -3.189998 -0.451415 5.491897 -0.017 -0.307 0.183
H -3.095858 0.996795 4.675607 0.510 0.492 -0.013
C -3.926028 4.988705 -2.680613 1.254 -0.457 1.046
C -4.600858 3.622125 -2.929863 0.376 1.233 -0.617
C -3.871988 2.681965 -3.873183 1.370 -0.630 -0.718
C -2.730478 1.855445 -3.337163 -0.692 0.986 0.167
N -1.854728 1.238095 -2.920123 -0.168 0.045 -0.039
H -4.553378 5.708175 -2.154403 -0.308 -0.364 0.145
H -3.639458 5.511455 -3.593133 0.045 -0.389 -0.251
H -3.035708 4.853705 -2.066443 0.292 0.251 0.002
H -5.408968 4.104785 -3.479503 -1.138 -1.575 0.104
H -4.813638 3.019655 -2.046773 -0.692 0.726 0.207
H -3.440068 3.251485 -4.696103 0.045 -0.010 -0.175
H -4.509328 1.933515 -4.344053 -0.369 0.138 0.105
C 3.848572 5.177765 4.397507 0.712 1.217 0.479
C 2.822342 4.278575 3.830327 -0.029 -0.048 -0.654
C 3.111812 2.827585 4.127757 -1.349 -1.189 0.776
C 2.380622 2.366115 5.328767 0.379 0.089 -0.237
N 1.756412 1.964895 6.203447 -0.083 -0.023 0.201
H 3.593122 6.171495 4.029607 0.561 0.253 0.018
H 4.842562 4.868525 4.074337 0.100 0.287 -0.189
H 3.902102 5.267895 5.482457 -0.311 -0.316 0.124
H 2.876132 4.425105 2.751567 -0.142 -0.197 -0.179
H 1.832692 4.624625 4.128577 -0.147 -0.482 0.091
H 4.164082 2.576285 4.260677 0.018 0.306 -0.044
H 2.695702 2.170485 3.364107 0.184 0.031 -0.395
C 4.973552 0.775615 1.074627 -0.785 0.270 -1.546
C 5.670882 1.988385 1.597227 1.646 -0.394 2.123
C 7.127932 1.712865 2.185127 -1.130 -0.205 -0.696
C 7.712412 2.992465 2.490837 1.242 1.216 0.192
N 8.216432 4.022045 2.640877 -0.577 -0.764 0.013
H 4.023752 1.190705 0.737457 -0.431 -0.502 -0.055
H 4.758382 -0.092695 1.697397 0.298 0.375 0.499
H 5.434842 0.400325 0.161137 0.191 -0.078 0.020
H 5.160562 2.354055 2.488267 -0.300 0.114 -0.147
H 5.683212 2.840985 0.918237 0.161 -0.340 -0.314
H 7.790222 1.162935 1.516517 -0.082 0.174 -0.347
H 7.080352 1.086895 3.076197 -0.238 0.134 0.140
C 1.453812 -1.154235 -6.760053 0.219 -1.138 -0.598
C 1.206802 -0.666915 -5.377403 -0.937 2.489 -0.055
C 0.647362 0.834575 -5.427163 0.008 -0.629 1.682
C -0.426078 1.258495 -6.347783 -3.209 1.529 -3.601
N -1.280788 1.663525 -7.095833 4.143 -2.044 3.782
H 0.532972 -1.333225 -7.315133 -0.120 -0.091 0.128
H 1.997752 -2.094525 -6.670133 0.020 -0.191 -0.423
H 2.038602 -0.490045 -7.396433 0.172 0.196 0.320
H 2.119942 -0.607135 -4.785193 0.052 0.027 -0.062
H 0.503362 -1.254675 -4.787643 -0.080 -0.229 -0.324
H 1.478032 1.538035 -5.370393 0.024 0.101 -0.884
H 0.230472 1.004045 -4.434393 -0.350 0.003 0.199
C -2.828318 2.180475 1.923487 -0.846 0.773 -0.796
C -3.911868 3.336705 1.906937 1.737 -0.799 0.075
C -4.823938 3.131155 3.093067 -1.597 -0.514 -0.343
C -6.126148 3.828285 2.999497 -3.548 3.034 0.023
N -7.142908 4.449325 2.936017 4.156 -2.703 0.175
H -2.366478 1.916845 2.874957 0.036 0.669 0.085
H -2.075198 2.469935 1.190597 0.276 -0.332 0.131
H -3.299048 1.254205 1.594037 -0.078 -0.076 -0.213
H -4.459478 3.270275 0.966817 -0.248 -0.221 0.113
H -3.401468 4.296365 1.825347 -0.104 0.143 0.575
H -4.422358 3.212575 4.103117 0.307 0.421 -0.208
H -5.120008 2.086755 2.994757 -0.019 -0.345 0.263
C 1.274992 -1.172515 -1.504133 0.685 0.369 -1.220
C 0.224662 -1.421895 -0.455963 0.266 0.288 -0.735
C -0.359048 -0.086115 -0.118203 -1.268 1.525 1.764
C 0.490912 0.678375 0.769667 -1.450 -1.780 -1.945
N 1.161712 1.304935 1.412247 2.330 2.193 2.503
H 0.739672 -0.658295 -2.302323 -0.060 -0.340 -0.505
H 1.806292 -2.038105 -1.899833 -0.309 -0.232 0.062
H 2.064102 -0.441925 -1.326273 -0.023 -0.038 0.927
H 0.593182 -1.861845 0.470717 -0.054 -0.291 -0.145
H -0.553318 -2.021145 -0.928963 -0.038 -0.309 0.375
H -1.272138 -0.151305 0.473517 -0.346 -0.508 0.066
H -0.638618 0.682755 -0.838473 0.241 -0.755 -1.102
C -0.034618 -4.699005 1.371587 -0.829 1.566 -0.717
C -0.682628 -5.556815 2.451647 1.315 -0.361 -0.425
C -2.205508 -5.696225 2.356577 -0.151 0.548 -0.161
C -2.867958 -4.393285 2.060577 2.204 -4.687 1.544
N -3.352748 -3.407865 1.867247 -1.973 4.066 -0.948
H 0.991452 -4.695195 1.003787 0.316 -1.314 0.652
H -0.068628 -3.660335 1.700357 -0.559 0.237 -0.090
H -0.636098 -4.766185 0.465047 -0.066 0.148 -0.156
H -0.439018 -5.109015 3.415097 -0.025 -0.266 0.127
H -0.228388 -6.546075 2.395567 -0.233 -0.192 0.366
H -2.505148 -6.122445 3.314007 -0.503 0.383 0.017
H -2.592638 -6.387255 1.607777 0.474 -0.101 -0.229

---

Entry 2:
7
Properties=species:S:1:pos:R:3:forces:R:3 method="wB97M-V/def2-TZVPD" s2=2.0099 relative_energy_kj_mol=199.21 e_lumo_ha="0.0314 / -0.1268" multiplicity=3
C -1.919027 -2.015499 0.158843 1.462 1.373 -0.610
C -1.154748 -1.081198 -0.015321 -0.137 -0.283 -0.255
F 2.191795 1.526367 1.074005 -0.096 1.045 0.643
Si 1.229850 1.299499 -0.184419 -0.129 -1.626 0.033
H -2.669385 -2.557007 0.583254 -1.608 -1.347 0.819
H 0.059645 2.164605 -0.577419 0.969 0.310 0.076
H 2.261870 0.663232 -1.038942 -0.462 0.528 -0.705

---

Entry 3:
14
Properties=species:S:1:pos:R:3:forces:R:3 method="wB97M-V/def2-TZVPD" relative_energy_kj_mol=134.98 e_lumo_ha=0.0268 smiles="NP(S)Cl.CC=O"
N -0.201369 -0.932005 1.132394 -0.161 -2.159 2.673
P -1.645340 -0.492664 1.762222 0.399 2.351 0.142
S -1.566240 -1.265386 3.754594 -1.933 0.241 -0.515
Cl -2.842879 -1.788899 0.821144 -1.386 -1.322 -0.592
H 0.302225 -0.633433 0.365017 0.726 1.436 -1.906
H -0.041290 -1.925571 1.240758 0.312 -0.134 0.010
H -2.976026 -0.987571 3.737896 1.898 -0.465 0.393
C 1.110886 1.689457 -1.704043 -2.164 2.814 0.297
C 1.536002 0.283672 -1.930675 2.145 1.997 -2.153
O 1.333705 -0.634223 -1.211360 -0.174 -1.167 0.330
H 0.579245 2.067245 -2.645938 0.647 -0.682 1.041
H 0.354798 1.850524 -0.861279 0.998 -0.649 -0.991
H 1.867138 2.523642 -1.534727 -0.227 -1.632 -0.284
H 2.189145 0.245213 -2.926004 -1.079 -0.630 1.556

---

Entry 4:
16
Properties=species:S:1:pos:R:3:forces:R:3 method="wB97M-V/def2-TZVPD" relative_energy_kj_mol=48.92 e_lumo_ha=0.0417 smiles=CC.CC
C -1.346380 2.129852 0.300399 0.994 0.351 -1.073
C -1.913754 0.941552 1.047946 0.255 -0.219 1.057
H -2.128080 2.737483 -0.146484 -0.028 0.198 0.122
H -0.612725 2.790215 0.775232 -0.598 -0.088 0.837
H -0.695107 1.826671 -0.532516 -0.545 -0.393 -0.171
H -1.833859 0.983592 2.140358 -0.249 0.616 -0.070
H -2.958676 0.756493 0.810468 0.026 -0.021 -0.105
H -1.351820 0.038594 0.877359 0.159 -0.455 -0.602
C 1.568523 -2.279624 -0.442126 1.148 0.784 -0.047
C 1.677529 -0.800394 -0.889458 -0.343 -0.510 0.776
H 2.172295 -2.901224 -1.103783 -0.664 -0.302 -0.276
H 2.076439 -2.419894 0.491100 0.152 0.064 0.839
H 0.549108 -2.584706 -0.274303 -0.267 -0.407 -0.474
H 2.389555 -0.230048 -0.296297 0.486 -0.215 -0.204
H 1.926790 -0.757725 -1.945753 -0.219 0.418 -0.010
H 0.746260 -0.305613 -0.631279 -0.307 0.178 -0.596

---

Looking at total energy for the records above, in order, we have -69013.2004 -12710.7023 -38371.8392 -4342.0213 eV.